Density functional theory data (wB97M-V/def2-TZVPD) for the ion C19H21ClNO6S with charge -1.

The geometry in XYZ format:
```
49
C19H21ClNO6S | the Open Molecules 2025 dataset | wB97M-V/def2-TZVPD
Cl 6.46 3.11 0.97
S 4.55 3.83 1.36
O 4.30 5.06 0.54
O 4.43 4.06 2.84
O -1.54 2.59 0.81
O -5.11 -3.40 1.86
O -2.30 -2.93 0.30
O -5.92 -3.37 -0.30
N 0.27 -1.94 -0.45
C 0.97 0.83 -0.36
C -0.53 0.40 0.02
C -3.20 0.81 0.65
C -3.48 -0.72 0.58
C 1.84 -2.28 -2.37
C -5.84 1.35 1.09
C 3.35 2.52 0.85
C -6.12 -0.18 1.06
C -0.82 -1.01 -0.05
C 1.17 2.39 -0.68
C 1.83 3.06 0.65
C -4.38 1.83 0.89
C -4.94 -1.19 0.79
C -5.33 -2.74 0.78
C -1.69 1.36 0.49
C 3.45 -2.24 -0.19
C 0.27 -2.21 -1.92
C 2.75 -3.14 -1.33
C -2.23 -1.66 0.30
H 1.98 2.49 -1.50
H 0.21 2.92 -1.00
H 1.92 -2.81 -3.39
H 1.65 0.41 0.45
H -0.25 -3.20 -2.15
H 2.72 -1.76 0.54
H 3.37 1.66 1.62
H 2.13 -3.99 -0.85
H 1.23 2.60 1.53
H 3.60 -3.59 -1.96
H 0.25 -2.80 0.11
H 2.31 -1.24 -2.48
H -6.74 2.04 1.27
H -7.18 -0.53 1.25
H -0.18 -1.35 -2.53
H 3.66 2.03 -0.15
H 4.20 -1.47 -0.62
H -4.18 2.96 0.94
H 1.77 4.20 0.66
H 4.10 -2.98 0.44
H 1.24 0.26 -1.33
```

F_max	6.239	eV/A
spin multiplicity	1
E	-2100.9446	hartree
net charge	-1
SMILES string	CCCCNC1=C(CCCCS(=O)(=O)Cl)C(=O)c2cccc(C(=O)[O-])c2C1=O

These are the Löwdin partial charges, in e, on atoms 1 to 5: atom 1 (Cl): 0.3189, atom 2 (S): 0.4120, atom 3 (O): -0.3918, atom 4 (O): -0.3905, atom 5 (O): -0.0136

Density functional theory data (wB97M-V/def2-TZVPD) for a structure of composition C19H21ClO6RhS.

The geometry in XYZ format:
```
49
C19H21ClO6RhS | the Open Molecules 2025 dataset | wB97M-V/def2-TZVPD
Rh -1.02 0.96 0.90
Cl -2.83 -1.72 -3.82
S 0.23 -1.04 0.99
O -0.09 1.60 2.76
O 2.95 2.51 1.11
O -1.64 4.72 2.12
O 1.01 1.79 0.29
O 1.07 -0.97 2.19
O -1.65 2.84 0.91
C -3.01 -0.03 0.37
C 1.65 -1.09 -2.79
C 3.95 -1.38 -3.77
C 0.79 -1.00 -1.72
C 1.31 1.87 2.68
C 1.29 -1.13 -0.43
C -3.24 -1.89 -1.15
C 3.50 -1.40 -1.29
C -2.90 -1.04 -2.23
C -3.26 -1.41 0.12
C -2.64 0.28 -2.03
C -2.87 0.52 1.69
C 1.72 2.06 1.24
C -0.89 2.74 3.18
C 2.64 -1.32 -0.20
C -1.42 3.54 2.00
C -2.70 0.82 -0.72
C 3.02 -1.29 -2.59
C -0.47 -2.69 0.96
H -1.18 -2.77 1.78
H -0.27 -0.83 -1.88
H -2.91 -0.17 2.53
H 1.27 -1.00 -3.80
H 3.18 2.58 0.17
H 3.68 -2.23 -4.41
H 3.01 -1.41 0.81
H -2.43 0.93 -2.87
H -2.77 1.89 -0.62
H -3.52 -2.06 0.95
H 4.56 -1.56 -1.12
H -3.48 -2.93 -1.36
H -0.94 -2.88 0.00
H 1.57 2.75 3.26
H -0.31 3.38 3.85
H 4.98 -1.52 -3.46
H -3.31 1.49 1.88
H 1.84 1.00 3.06
H 0.38 -3.35 1.12
H -1.73 2.32 3.73
H 3.89 -0.48 -4.38
```

F_max	0.496	eV/A
spin multiplicity	1
E	-2156.7478	hartree
net charge	+1
energy relative to the best compared isomer or geometry (same formula, charge and spin)	2.8	kcal/mol

These are the Löwdin partial charges, in e, on atoms 1 to 5: atom 1 (Rh): 0.9728, atom 2 (Cl): 0.7346, atom 3 (S): 0.8591, atom 4 (O): -0.2148, atom 5 (O): 0.1929

Density functional theory data (wB97M-V/def2-TZVPD) for the molecule C19H21F3N2O3.

The geometry in XYZ format:
```
48
C19H21F3N2O3 | the Open Molecules 2025 dataset | wB97M-V/def2-TZVPD
F 1.63 0.59 6.34
F 1.57 -1.47 5.72
F -0.02 -0.67 6.93
O -2.07 -0.89 -0.04
O 0.67 1.15 0.15
O -0.40 -0.36 -4.78
N -0.25 -1.73 -1.04
N -1.25 0.56 -2.89
C -1.43 -1.08 -1.05
C 0.72 -1.81 -2.11
C 1.43 -1.08 0.63
C 1.82 -0.78 -1.87
C 0.09 0.31 2.27
C 0.07 0.01 4.65
C 0.80 -0.39 5.90
C 0.75 0.23 0.93
C -0.29 2.69 -2.91
C 0.73 -0.09 3.44
C 0.33 -2.09 0.24
C -1.21 0.82 2.34
C 2.47 -1.00 -0.50
C -1.36 1.84 -2.22
C -1.23 0.50 4.72
C -0.11 2.03 -4.27
C -1.86 0.90 3.56
C -0.58 0.60 -4.06
C -1.96 -0.60 -2.40
H 1.91 -1.45 1.53
H -1.16 1.72 -1.15
H -3.01 -0.34 -2.25
H -1.88 -1.38 -3.16
H 1.14 -2.82 -2.11
H -1.73 0.56 5.68
H 0.64 2.65 -2.34
H 1.75 -0.45 3.42
H -2.37 2.25 -2.35
H 0.91 2.05 -4.64
H -0.59 3.73 -2.99
H 2.57 -0.85 -2.66
H 1.38 0.22 -1.91
H 3.16 -0.18 -0.29
H 0.25 -1.64 -3.08
H -2.87 1.27 3.60
H -1.70 1.11 1.43
H -0.75 2.47 -5.04
H -0.47 -2.10 0.99
H 3.03 -1.93 -0.52
H 0.76 -3.09 0.16
```

F_max	0.546	eV/A
spin multiplicity	1
E	-1371.5307	hartree
net charge	0
SMILES string	O=C(c1cccc(C(F)(F)F)c1)[C@@H]1CCCN(C(=O)CN2CCCC2=O)C1
energy relative to the best compared isomer or geometry (same formula, charge and spin)	0.0	kcal/mol

These are the Löwdin partial charges, in e, on atoms 1 to 5: atom 1 (F): 0.1396, atom 2 (F): 0.1363, atom 3 (F): 0.1406, atom 4 (O): 0.0543, atom 5 (O): 0.1146

Density functional theory data (wB97M-V/def2-TZVPD) for the ion C19H21N2O2 with charge +1.

The geometry in XYZ format:
```
44
C19H21N2O2 | the Open Molecules 2025 dataset | wB97M-V/def2-TZVPD
O 4.51 1.18 -2.74
O -1.39 -3.02 3.95
N -1.55 1.12 -0.86
N -3.42 1.52 -1.85
C 1.98 0.31 -0.16
C -2.75 0.59 -2.63
C 3.20 0.27 -0.85
C 0.86 1.00 -0.66
C -1.23 -2.22 2.87
C 5.66 0.34 -2.52
C -0.32 -2.44 1.81
C 2.25 1.81 -2.49
C -2.05 -1.07 2.83
C 1.03 1.76 -1.81
C -0.79 -0.21 0.97
C -0.49 1.00 0.10
C -2.69 1.82 -0.77
C -1.80 -0.07 1.93
C -3.23 2.67 0.32
C -1.62 0.30 -1.98
C -0.63 -4.23 4.09
C 3.36 1.05 -2.02
C -0.20 -1.46 0.82
H -3.15 0.19 -3.56
H 0.41 -1.66 -0.07
H -1.07 -4.71 4.96
H 6.33 0.62 -3.33
H 5.41 -0.73 -2.60
H 2.38 2.40 -3.39
H -0.73 -4.87 3.20
H 1.89 -0.23 0.77
H 4.01 -0.36 -0.48
H -2.38 0.85 1.97
H -4.36 1.87 -1.98
H -3.60 3.63 -0.08
H 0.43 -4.01 4.27
H -4.13 2.17 0.73
H -2.51 2.84 1.13
H 6.14 0.55 -1.55
H 0.22 2.34 -2.24
H -0.88 -0.46 -2.17
H 0.27 -3.35 1.76
H -0.53 1.91 0.73
H -2.85 -1.00 3.57
```

F_max	2.002	eV/A
spin multiplicity	1
E	-996.3634	hartree
net charge	+1
SMILES string	COc1ccc(C(c2ccc(OC)cc2)n2cc[nH+]c2C)cc1
energy relative to the best compared isomer or geometry (same formula, charge and spin)	50.9	kcal/mol

These are the Löwdin partial charges, in e, on atoms 1 to 5: atom 1 (O): -0.0884, atom 2 (O): -0.0793, atom 3 (N): 0.0282, atom 4 (N): 0.1451, atom 5 (C): -0.0347

Density functional theory data (wB97M-V/def2-TZVPD) for a cluster of 2 separate species, C19H21N2O7 in total.

The geometry in XYZ format:
```
49
C19H21N2O7 | the Open Molecules 2025 dataset | wB97M-V/def2-TZVPD
O 2.21 0.12 2.90
O -3.69 0.59 -3.84
O -3.95 -0.54 0.42
O -0.25 -1.95 -0.32
O 0.62 1.03 -3.57
O -1.53 -1.32 1.45
O -4.27 1.58 1.02
N -1.09 0.25 -2.41
N -4.73 -0.59 -2.26
C -3.66 0.06 -2.74
C 2.22 -1.33 1.18
C 0.84 -0.98 1.47
C -0.19 0.68 3.17
C 3.00 -0.64 2.07
C 7.28 -0.53 2.43
C -6.01 -0.72 -2.96
C 6.68 -1.42 1.53
C 6.48 0.30 3.22
C -0.54 1.16 -3.21
C -3.71 0.70 0.34
C 0.91 -0.09 2.51
C 5.29 -1.47 1.41
C -0.36 -1.45 0.79
C -1.30 2.38 -3.69
C -2.63 1.14 -0.65
C 5.09 0.25 3.09
C -2.43 0.13 -1.80
C 4.47 -0.63 2.19
H -4.68 -0.90 -1.29
H -2.30 -1.42 0.84
H 4.85 -2.16 0.70
H -5.83 -0.92 -4.02
H 8.36 -0.50 2.52
H -1.84 2.13 -4.60
H 2.56 -1.99 0.39
H 6.94 0.99 3.92
H 0.19 1.65 3.51
H -2.00 2.72 -2.94
H -2.40 -0.85 -1.34
H -6.58 0.20 -2.85
H -0.57 0.13 4.04
H -0.45 -0.49 -2.15
H 4.48 0.91 3.71
H -1.02 0.87 2.48
H -2.90 2.11 -1.05
H -6.58 -1.55 -2.53
H 7.30 -2.07 0.92
H -1.69 1.24 -0.10
H -0.59 3.17 -3.90
```

F_max	1.762	eV/A
spin multiplicity	1
E	-1372.9754	hartree
net charge	-1
energy relative to the best compared isomer or geometry (same formula, charge and spin)	0.0	kcal/mol

These are the Löwdin partial charges, in e, on atoms 1 to 5: atom 1 (O): 0.0845, atom 2 (O): 0.0315, atom 3 (O): -0.0983, atom 4 (O): 0.0791, atom 5 (O): 0.0016

Density functional theory data (wB97M-V/def2-TZVPD) for a structure of composition C19H21N3O2.

The geometry in XYZ format:
```
45
C19H21N3O2 | the Open Molecules 2025 dataset | wB97M-V/def2-TZVPD
O -2.32 1.64 -0.77
O 5.43 -2.98 -0.56
N 4.73 -1.92 -0.35
N 2.94 -3.16 0.34
N 0.87 0.54 0.61
C 2.12 2.89 0.36
C 3.27 0.67 0.04
C 1.97 1.43 0.47
C -4.55 1.49 -0.21
C 4.38 1.19 0.03
C -1.01 1.43 -0.73
C -3.34 0.76 -0.56
C 1.39 -0.89 0.44
C 2.67 -0.85 0.25
C -5.46 -0.66 0.11
C 4.46 2.52 -0.18
C -6.77 -1.49 0.48
C 3.26 3.42 0.26
C -4.46 -1.37 0.05
C -5.55 0.82 0.05
C -0.43 0.99 0.48
C -3.31 -0.53 -0.32
C -4.23 -2.71 -0.21
C 3.42 -2.03 0.14
H -6.81 1.27 0.48
H 6.24 -2.84 -1.00
H -7.13 -2.11 -0.51
H 0.68 -1.32 0.52
H -4.46 -3.17 0.88
H -3.25 -2.82 -0.28
H -4.61 2.52 -0.05
H -2.42 -0.83 -0.65
H 3.57 4.42 0.09
H 5.31 0.68 -0.28
H 1.26 3.57 0.21
H 3.52 -4.04 0.36
H -4.91 -3.17 -0.93
H 2.15 -3.34 0.98
H -1.08 0.60 -1.34
H -0.48 2.20 -1.21
H -0.98 0.22 0.92
H 5.47 2.81 -0.24
H -6.72 -2.25 1.31
H -0.47 1.92 1.51
H -7.79 -0.91 0.58
```

F_max	18.921	eV/A
spin multiplicity	1
E	-1050.7721	hartree
net charge	0
energy relative to the best compared isomer or geometry (same formula, charge and spin)	415.6	kcal/mol

These are the Löwdin partial charges, in e, on atoms 1 to 5: atom 1 (O): -0.0099, atom 2 (O): -0.0447, atom 3 (N): -0.0253, atom 4 (N): 0.1440, atom 5 (N): -0.0486

Density functional theory data (wB97M-V/def2-TZVPD) for the molecule C19H21N3O2S.

The geometry in XYZ format:
```
46
C19H21N3O2S | the Open Molecules 2025 dataset | wB97M-V/def2-TZVPD
S -0.50 -3.05 -0.51
O 4.39 3.21 0.21
O -1.61 -1.16 1.36
N -2.51 0.32 -0.08
N 2.51 -4.81 0.59
N 0.52 -0.64 -0.57
C 0.78 -1.89 -0.30
C -4.16 1.68 -1.35
C -3.04 0.65 -1.38
C 2.30 -3.70 0.39
C -1.96 -0.88 0.24
C -3.79 1.33 1.78
C -5.25 1.37 -0.32
C -2.50 1.33 0.96
C -1.83 -1.89 -0.91
C 3.40 2.30 0.00
C 1.17 1.64 -0.64
C -4.97 1.97 1.06
C 2.78 -0.03 0.09
C 3.72 0.98 0.27
C 4.13 4.57 -0.04
C 1.47 0.30 -0.38
C 2.06 -2.33 0.15
C 2.11 2.62 -0.45
C 3.05 -1.40 0.34
H -5.86 1.87 1.68
H -6.20 1.77 -0.68
H 5.06 5.09 0.19
H -1.66 1.09 1.62
H 4.03 -1.69 0.69
H -2.32 2.31 0.51
H 3.33 4.95 0.60
H -4.60 1.70 -2.35
H -3.61 1.87 2.71
H -1.58 -1.41 -1.85
H -2.73 -2.49 -1.01
H 3.87 4.75 -1.09
H 4.71 0.74 0.62
H -3.77 2.68 -1.15
H -2.24 1.01 -2.04
H -4.78 3.04 0.94
H 1.85 3.65 -0.66
H 0.18 1.89 -0.99
H -5.36 0.28 -0.22
H -4.03 0.29 2.03
H -3.45 -0.27 -1.83
```

F_max	1.154	eV/A
spin multiplicity	1
E	-1449.5615	hartree
net charge	0
SMILES string	COc1ccc2nc(SCC(=O)N3CCCCCC3)c(C#N)cc2c1
energy relative to the best compared isomer or geometry (same formula, charge and spin)	40.5	kcal/mol

These are the Löwdin partial charges, in e, on atoms 1 to 5: atom 1 (S): 1.0241, atom 2 (O): -0.0815, atom 3 (O): 0.0317, atom 4 (N): -0.0567, atom 5 (N): 0.1819

Density functional theory data (wB97M-V/def2-TZVPD) for a cluster of 2 separate species, C19H21N3O3 in total.

The geometry in XYZ format:
```
46
C19H21N3O3 | the Open Molecules 2025 dataset | wB97M-V/def2-TZVPD
O 0.36 -1.34 -3.74
O -2.60 0.31 3.58
O 1.52 2.78 -2.83
N 0.52 3.67 -1.09
N -1.33 -4.53 0.51
N 0.39 0.10 -2.08
C 0.98 -1.38 2.74
C 1.21 -0.26 1.92
C 2.23 0.09 -3.79
C 1.69 -2.85 0.93
C 1.69 -0.43 0.61
C 1.93 -1.73 0.12
C -3.19 0.48 1.26
C 0.95 2.60 -1.77
C -3.25 -0.10 -0.01
C 1.22 -2.67 2.25
C -2.25 -2.13 0.86
C 0.77 1.18 -1.16
C -2.21 -1.55 2.13
C -0.13 3.71 0.22
C 0.93 -0.41 -3.19
C -2.67 -0.25 2.33
C 1.95 0.78 -0.26
C -2.77 -1.40 -0.21
C -1.74 -3.46 0.66
H 2.29 -1.87 -0.89
H 0.69 4.55 -1.56
H -0.08 1.26 -0.49
H -3.12 1.13 3.61
H -0.26 4.75 0.53
H 2.84 0.59 -0.87
H -0.45 -0.40 -1.83
H 1.03 -3.54 2.87
H 2.00 0.89 -4.49
H -3.56 1.49 1.41
H -1.80 -2.10 2.97
H 2.20 1.62 0.39
H 2.71 -0.73 -4.32
H 0.48 3.20 0.97
H 1.86 -3.85 0.55
H -3.66 0.46 -0.85
H -2.81 -1.85 -1.20
H 2.90 0.47 -3.02
H 0.62 -1.25 3.75
H -1.11 3.23 0.17
H 1.03 0.73 2.31
```

F_max	2.308	eV/A
spin multiplicity	1
E	-1126.6218	hartree
net charge	0
SMILES string	CNC(=O)[C@H](Cc1ccccc1)NC(C)=O.N#Cc1cccc(O)c1
energy relative to the best compared isomer or geometry (same formula, charge and spin)	43.6	kcal/mol

These are the Löwdin partial charges, in e, on atoms 1 to 5: atom 1 (O): 0.0295, atom 2 (O): 0.0513, atom 3 (O): 0.0563, atom 4 (N): 0.0289, atom 5 (N): 0.1753

Density functional theory data (wB97M-V/def2-TZVPD) for the molecule C19H21N3O3.

The geometry in XYZ format:
```
46
C19H21N3O3 | the Open Molecules 2025 dataset | wB97M-V/def2-TZVPD
O -0.90 -1.55 1.35
O 2.79 -3.48 -0.43
O -3.86 -1.42 -2.14
N -3.25 -1.30 0.03
N 1.81 -1.57 0.39
N -0.45 -3.57 0.44
C 3.20 1.80 -0.04
C -0.85 2.83 0.81
C 2.62 -0.55 -0.12
C 1.94 -2.91 0.23
C 2.42 0.74 0.38
C -1.24 -2.51 0.67
C -2.97 1.48 -0.37
C -0.68 2.22 -0.43
C -2.63 -2.60 0.05
C 2.98 3.18 0.50
C -4.09 0.70 -1.00
C -3.72 -0.77 -1.12
C 3.62 -0.77 -1.06
C 4.39 0.29 -1.49
C -3.12 2.08 0.87
C 4.19 1.56 -0.99
C 0.88 -3.69 1.02
C -1.74 1.55 -1.01
C -2.07 2.76 1.45
H 0.27 2.27 -0.93
H 3.93 3.71 0.59
H -2.20 3.24 2.42
H -0.02 3.36 1.26
H -3.23 -3.30 0.65
H 1.03 -1.26 0.96
H -4.07 2.03 1.38
H -5.00 0.78 -0.40
H 1.64 0.90 1.11
H 2.34 3.75 -0.17
H 1.16 -4.74 1.03
H 2.51 3.14 1.48
H 0.84 -3.31 2.04
H -2.97 -0.69 0.78
H 4.81 2.38 -1.33
H -4.31 1.07 -2.00
H -2.59 -2.97 -0.98
H -0.74 -4.27 -0.22
H -1.62 1.07 -1.97
H 3.79 -1.76 -1.44
H 5.17 0.12 -2.23
```

F_max	0.752	eV/A
spin multiplicity	1
E	-1126.6912	hartree
net charge	0
SMILES string	Cc1cccc(NC(=O)CNC(=O)CNC(=O)Cc2ccccc2)c1
energy relative to the best compared isomer or geometry (same formula, charge and spin)	0.0	kcal/mol

These are the Löwdin partial charges, in e, on atoms 1 to 5: atom 1 (O): 0.0535, atom 2 (O): 0.0723, atom 3 (O): 0.0657, atom 4 (N): 0.0765, atom 5 (N): 0.1418

Density functional theory data (wB97M-V/def2-TZVPD) for a structure of composition C19H22AuIN6O7.

The geometry in XYZ format:
```
56
C19H22AuIN6O7 | the Open Molecules 2025 dataset | wB97M-V/def2-TZVPD
Au -0.53 -0.98 -0.47
I -1.15 -3.32 0.52
O 0.14 1.03 1.35
O 2.10 1.49 0.31
O -0.87 5.74 5.24
O 4.37 5.79 1.80
O 3.42 7.01 3.33
O -1.86 3.93 4.48
O -2.61 -0.84 -2.20
N -0.46 1.98 -1.73
N 3.43 6.02 2.57
N 1.04 -1.54 2.13
N -0.92 -0.81 2.70
N 0.97 0.59 -2.52
N -0.91 4.75 4.49
C 0.80 -1.95 3.44
C 2.26 3.99 1.77
C -0.04 0.69 -1.61
C 1.20 3.08 1.87
C 1.18 1.80 -3.18
C -0.38 -1.42 3.82
C -0.04 -0.84 1.67
C 0.29 2.66 -2.68
C -1.51 2.66 -1.02
C 1.28 5.39 3.53
C 2.31 5.13 2.61
C 1.76 -0.60 -2.77
C 0.15 3.36 2.76
C 1.19 1.76 1.10
C -1.74 -1.65 -2.25
C 0.19 4.51 3.58
C 2.04 -2.19 1.29
C -2.20 -0.16 2.68
C -1.61 -2.78 -3.17
H 1.48 -1.37 -2.04
H -1.09 3.35 -0.28
H -2.18 1.94 -0.55
H -0.68 -3.32 -2.86
H -1.56 -2.48 -4.24
H 3.05 3.82 1.05
H -2.08 3.27 -1.73
H 1.72 -3.21 1.02
H 1.57 -0.98 -3.79
H -2.81 -0.57 3.49
H 1.95 1.95 -3.93
H 1.32 6.25 4.19
H 2.84 -0.36 -2.68
H -0.70 2.68 2.82
H -2.49 -3.49 -3.02
H 0.12 3.70 -2.92
H 2.19 -1.58 0.39
H 2.99 -2.26 1.86
H -2.08 0.92 2.87
H -0.87 -1.40 4.78
H -2.69 -0.32 1.73
H 1.48 -2.59 4.00
```

F_max	3.618	eV/A
expectation value of S²	2.040
spin multiplicity	3
E	-2025.5777	hartree
net charge	-2
energy relative to the best compared isomer or geometry (same formula, charge and spin)	11.6	kcal/mol

These are the Löwdin partial charges, in e, on atoms 1 to 5: atom 1 (Au): 0.6591, atom 2 (I): 0.1884, atom 3 (O): -0.1429, atom 4 (O): 0.0034, atom 5 (O): 0.0115